(1)
A single C10H17N3O3 molecule in a non-equilibrium geometry, computed with wB97M-V/def2-TZVPD.

```
33
Properties=species:S:1:pos:R:3
C -0.40252 0.87437 -3.09658
C -0.95489 0.33906 -1.80584
C -2.12696 1.07696 -1.21852
C -2.25211 0.83867 0.28458
C -1.20396 1.61306 1.10419
C -0.90117 0.92927 2.43628
C 0.31360 0.05275 2.10075
C 1.27710 -0.14505 3.25796
O 0.98401 0.75306 1.04186
C 0.17557 1.61875 0.44506
O 0.53627 2.33333 -0.45336
N -0.50668 -0.63753 -1.13617
N 0.57374 -1.35625 -1.51011
C 1.05281 -2.31975 -0.65276
N 2.23399 -2.87237 -1.07133
O 0.50438 -2.64810 0.37274
H 0.00699 0.08539 -3.72654
H 0.38572 1.59143 -2.86253
H -1.18145 1.39243 -3.64933
H -2.00278 2.14175 -1.42663
H -3.04003 0.74111 -1.71934
H -2.12954 -0.22892 0.46367
H -3.24415 1.14038 0.62586
H -1.53079 2.64984 1.21741
H -0.62486 1.66517 3.19466
H -1.73529 0.33850 2.80698
H 0.00947 -0.92091 1.69670
H 0.76782 -0.65666 4.06961
H 2.12048 -0.74808 2.93506
H 1.64692 0.81457 3.61308
H 1.14961 -1.04865 -2.29003
H 2.57959 -2.74554 -2.00532
H 2.55791 -3.67607 -0.56253
```

As for the SMILES: C/C(CC[C@H]1C[C@H](C)OC1=O)=N\NC(N)=O. Its highest occupied orbital energy is -8.89 eV. The value obtained for the frontier orbital gap is 9.65 eV. As for the total charge: 0.

=====

(2)
A molecular structure, C21H12IN5O2Yb in a non-equilibrium geometry, computed with wB97M-V/def2-TZVPD.

```
42
Properties=species:S:1:pos:R:3
Yb 13.23998 5.08176 6.04604
C 18.02652 4.82709 5.65955
C 16.68786 5.25571 5.42517
N 15.74499 5.25213 6.36841
C 16.11856 5.08168 7.66208
C 17.48409 4.74719 7.96806
C 18.44404 4.57119 6.95696
C 17.96474 4.62522 9.35713
C 17.05408 4.69351 10.37007
C 15.68019 5.01053 10.05998
C 14.72248 4.97307 11.07100
C 13.38649 5.15596 10.71727
C 13.03063 5.11110 9.37581
N 13.88204 5.09932 8.34826
C 15.22116 5.10317 8.71947
H 18.74785 4.84005 4.85809
H 16.41317 5.52390 4.40509
H 19.46603 4.23750 7.30198
H 19.02174 4.52028 9.50521
H 17.39852 4.59993 11.39900
H 15.01167 4.90901 12.10706
H 12.52444 5.21665 11.42277
H 11.95364 5.06810 9.09456
I 6.01343 7.83347 7.15419
C 8.06224 8.30096 6.32672
C 9.14948 8.86055 7.05561
C 10.44190 8.56112 6.65515
C 10.66131 7.87784 5.46133
C 9.59323 7.56820 4.58806
C 8.29848 7.87923 4.99028
C 11.91666 7.10139 5.26658
O 12.15712 6.43852 4.24040
O 12.72949 7.15583 6.28892
H 8.94450 9.44053 7.96246
H 11.26716 8.75603 7.27753
H 9.90561 7.17677 3.61089
H 7.46733 7.81331 4.30659
N 11.27153 4.21378 5.76916
C 10.31551 4.03352 5.06010
N 9.29096 3.70718 4.45737
C 8.57778 4.49859 3.70683
N 7.91260 5.12196 2.96095
```

Its highest occupied orbital energy (alpha / beta) is -10.89 / -10.89 eV. As for the expectation value of S²: 0.751. As for the spin multiplicity: 2. The value obtained for the frontier orbital gap (alpha / beta) is 6.13 / 6.13 eV. As for the total charge: +1.

=====

Summary of energy relative to the best compared isomer or geometry (same formula, charge and spin) in kcal/mol
16.1; 16.6
(order as listed above)